A cluster of 2 separate species, C4H11N3O in total in a non-equilibrium geometry, computed with the ωB97M-V functional and the def2-TZVPD basis.

```
19
C4H11N3O (the ωB97M-V functional and the def2-TZVPD basis)
H -1.29904 2.60666 0.85225
N -0.97486 1.64564 0.88776
C -1.63124 0.85414 0.08780
C -1.31542 -0.51647 -0.03124
O -1.93778 -1.31296 -1.00121
C -0.26897 -1.09091 0.68778
N -0.00620 -0.75118 2.00734
H -2.37831 1.23102 -0.62489
H -2.19717 -0.76839 -1.75160
H -0.01511 -2.10933 0.41570
H 0.38496 -1.48910 2.56616
H -0.30005 0.20166 2.20861
C 1.70288 0.06537 -1.46786
N 1.57876 0.15656 -0.01798
H 2.10191 0.97315 -1.93140
H 0.70791 -0.11682 -1.86799
H 2.34152 -0.77846 -1.72231
H 2.47759 0.21431 0.45110
H 1.02862 0.98513 0.25198
```

Output
Relative energy (zero: lowest compared OMol25 entry of this formula, charge and spin): 3.142 eV